The following is a quantum chemistry calculation of 10 unconnected molecules or ions with the total composition C10H40N20O10 at a distorted geometry, from OMol25.

Computed properties:
- Energy: -61301.1508 eV
- SMILES string: NC(N)=O.NC(N)=O.NC(N)=O.NC(N)=O.NC(N)=O.NC(N)=O.NC(N)=O.NC(N)=O.NC(N)=O.NC(N)=O
- Energy above the lowest of the compared OMol25 structures with the same formula, charge and spin: 152.6 kcal per mole
- Multiplicity: 1

Last columns: bonded neighbours and bond lengths (Å).
Cartesian coordinates (Å):
1 C -0.178 -2.139 -4.200  N45 1.293, N57 1.301, O63 1.180
2 O 2.797 2.605 -2.662  C48 1.207
3 H 6.342 -2.354 4.769  N43 1.010
4 O -5.369 1.890 0.012  C41 1.221
5 H 1.307 0.801 -0.477  N10 1.010
6 C 5.140 -1.324 3.528  O34 1.238, N43 1.290, N51 1.269
7 H -2.358 -2.852 3.083  N37 1.010
8 N -3.584 -3.312 -2.757  H68 1.010, C73 1.237, H80 1.010
9 O -2.145 0.532 -3.200  C44 1.204
10 N 0.402 0.372 -0.345  H5 1.010, H47 1.010, C49 1.307
11 H 1.084 -0.861 -3.361  N57 1.010
12 N 2.032 3.251 -0.710  H32 1.010, C48 1.304, H79 1.010
13 H -1.827 -2.085 -2.092  N22 1.010
14 H -5.021 -0.192 2.022  N69 1.010
15 H 0.476 2.821 -3.390  N26 1.010
16 C 4.502 1.856 0.741  N30 1.292, N61 1.284, O72 1.295
17 H -3.544 -0.614 1.190  N69 1.010
18 H -4.764 -0.011 -2.388  N38 1.010
19 H 5.647 0.545 3.752  N51 1.010
20 N 2.544 0.401 5.189  H21 1.010, H50 1.010, C55 1.288
21 H 2.931 0.495 4.261  N20 1.010
22 N -2.454 -2.288 -1.326  H13 1.010, C73 1.289, H78 1.010
23 H 1.686 -2.683 -3.674  N45 1.010
24 O 0.365 0.349 4.663  C55 1.242
25 H -3.793 -1.323 -3.662  N75 1.010
26 N 0.661 2.947 -2.405  H15 1.010, H27 1.010, C48 1.293
27 H -0.215 3.062 -1.915  N26 1.010
28 H -2.554 2.322 -4.777  N54 1.010
29 O -4.635 -2.193 3.669  C46 1.209
30 N 4.911 3.056 0.992  C16 1.292, H59 1.010, H74 1.010
31 N -3.384 1.452 -0.878  H35 1.010, C41 1.308, H60 1.010
32 H 2.965 3.321 -0.330  N12 1.010
33 H 6.088 1.780 -0.412  N61 1.010
34 O 4.296 -2.165 3.191  C6 1.238
35 H -2.724 1.260 -1.618  N31 1.010
36 H 0.790 -0.273 2.564  N76 1.010
37 N -2.804 -2.202 2.451  H7 1.010, C46 1.285, H65 1.010
38 N -5.277 0.611 -1.780  H18 1.010, C41 1.330, H62 1.010
39 H -0.615 -0.377 -3.462  N57 1.010
40 N 1.269 0.702 6.777  C55 1.322, H67 1.010, H70 1.010
41 C -4.689 1.364 -0.855  O4 1.221, N31 1.308, N38 1.330
42 H 4.533 0.301 2.472  N51 1.010
43 N 5.827 -1.500 4.606  H3 1.010, C6 1.290, H53 1.010
44 C -2.921 0.463 -4.119  O9 1.204, N54 1.319, N75 1.321
45 N 0.849 -2.924 -4.186  C1 1.293, H23 1.010, H77 1.010
46 C -3.962 -1.745 2.770  O29 1.209, N37 1.285, N69 1.299
47 H -0.304 0.392 -1.067  N10 1.010
48 C 1.862 2.842 -1.937  O2 1.207, N12 1.304, N26 1.293
49 C 0.075 -0.214 0.777  N10 1.307, O56 1.246, N76 1.343
50 H 3.040 0.851 5.945  N20 1.010
51 N 5.135 -0.106 3.174  C6 1.269, H19 1.010, H42 1.010
52 H 5.213 0.266 -0.249  N61 1.010
53 H 6.379 -0.686 4.836  N43 1.010
54 N -3.020 1.451 -4.987  H28 1.010, C44 1.319, H64 1.010
55 C 1.290 0.411 5.488  N20 1.288, O24 1.242, N40 1.322
56 O -0.987 -0.841 0.954  C49 1.246
57 N 0.109 -1.081 -3.500  C1 1.301, H11 1.010, H39 1.010
58 H 2.005 0.278 1.467  N76 1.010
59 H 5.763 3.400 0.572  N30 1.010
60 H -3.114 2.187 -0.239  N31 1.010
61 N 5.292 1.257 -0.075  C16 1.284, H33 1.010, H52 1.010
62 H -6.242 0.330 -1.680  N38 1.010
63 O -1.225 -2.328 -4.712  C1 1.180
64 H -3.506 1.178 -5.829  N54 1.010
65 H -2.140 -1.644 1.933  N37 1.010
66 O -4.503 -2.880 -0.851  C73 1.199
67 H 2.121 0.608 7.312  N40 1.010
68 H -4.187 -4.115 -2.868  N8 1.010
69 N -4.204 -0.778 1.936  H14 1.010, H17 1.010, C46 1.299
70 H 0.446 1.044 7.253  N40 1.010
71 H -4.263 -0.753 -5.150  N75 1.010
72 O 3.430 1.310 1.220  C16 1.295
73 C -3.566 -2.881 -1.599  N8 1.237, N22 1.289, O66 1.199
74 H 4.372 3.635 1.619  N30 1.010
75 N -3.761 -0.540 -4.300  H25 1.010, C44 1.321, H71 1.010
76 N 1.125 -0.196 1.614  H36 1.010, C49 1.343, H58 1.010
77 H 0.814 -3.797 -4.694  N45 1.010
78 H -2.451 -1.739 -0.479  N22 1.010
79 H 1.151 3.432 -0.250  N12 1.010
80 H -2.778 -3.438 -3.352  N8 1.010

The following is a quantum chemistry calculation of C3H2N4O2 in the gas phase at a distorted geometry, from OMol25.

Computed properties:
- Energy: -13195.1160 eV
- SMILES string: [H]/N=c1\nncnc(=O)o1
- Energy above the lowest of the compared OMol25 structures with the same formula, charge and spin: 46.8 kcal per mole
- Multiplicity: 1

Last columns: bonded neighbours and bond lengths (Å).
Cartesian coordinates (Å):
1 C -1.056 -0.625 -0.086  N3 1.213, N9 1.439, O11 1.454
2 O 2.289 -1.207 -0.633  C10 1.140
3 N -1.991 -1.153 0.480  C1 1.213, H8 1.019
4 N -0.249 1.471 -0.732  C5 1.524, N9 1.212
5 C 0.795 1.309 0.366  N4 1.524, N6 1.230, H7 1.063
6 N 1.540 0.397 0.722  C5 1.230, C10 1.459
7 H 1.084 2.234 0.801  C5 1.063
8 H -2.942 -0.816 0.339  N3 1.019
9 N -1.034 0.562 -0.898  C1 1.439, N4 1.212
10 C 1.378 -0.818 -0.069  O2 1.140, N6 1.459, O11 1.325
11 O 0.186 -1.353 -0.291  C1 1.454, C10 1.325

The following is a quantum chemistry calculation of a gas-phase ion, C4H9N2 (charge +1) at a distorted geometry, from OMol25.

Computed properties:
- Energy: -7266.1737 eV
- SMILES string: N/C=[NH+]/C1CC1
- Energy above the lowest of the compared OMol25 structures with the same formula, charge and spin: 45.4 kcal per mole
- Net charge: +1
- Multiplicity: 1

Last columns: bonded neighbours and bond lengths (Å).
Cartesian coordinates (Å):
1 H 1.787 0.312 1.426  C11 1.055
2 C -1.798 -0.763 -0.199  H4 1.024, C5 1.480, H10 1.114, C14 1.506
3 H 2.706 -0.435 -1.129  N15 0.975
4 H -2.468 -1.228 0.421  C2 1.024
5 C -1.969 0.705 -0.122  C2 1.480, H9 1.089, H13 1.082, C14 1.538
6 H -0.706 0.120 1.600  C14 1.110
7 H 3.720 0.256 0.128  N15 1.082
8 H 0.570 0.029 -1.302  N12 1.089
9 H -2.010 1.369 -0.984  C5 1.089
10 H -1.579 -1.392 -1.092  C2 1.114
11 C 1.669 0.064 0.408  H1 1.055, N12 1.310, N15 1.312
12 N 0.520 0.121 -0.218  H8 1.089, C11 1.310, C14 1.437
13 H -2.521 1.033 0.750  C5 1.082
14 C -0.727 0.039 0.493  C2 1.506, C5 1.538, H6 1.110, N12 1.437
15 N 2.804 -0.231 -0.180  H3 0.975, H7 1.082, C11 1.312

The following is a quantum chemistry calculation of C4H6N2 in the gas phase at a distorted geometry, from OMol25.

Computed properties:
- Energy: -7220.8996 eV
- Energy above the lowest of the compared OMol25 structures with the same formula, charge and spin: 108.2 kcal per mole
- Multiplicity: 1

Last columns: bonded neighbours and bond lengths (Å).
Cartesian coordinates (Å):
1 C -0.529 0.041 -0.656  H6 1.087, H7 1.086, C8 1.431, C11 1.619
2 N 0.704 2.105 0.223  C11 1.278, H12 1.013
3 H -1.418 0.011 1.334  C8 1.072
4 H 3.100 -1.385 0.535  N9 1.012
5 H -0.566 -1.540 0.852  C8 1.073
6 H -1.211 0.795 -1.042  C1 1.087
7 H -0.212 -0.641 -1.440  C1 1.086
8 C -0.926 -0.567 0.577  C1 1.431, H3 1.072, H5 1.073
9 N 2.558 -0.837 -0.120  H4 1.012, C10 1.213
10 C 1.731 -0.013 0.211  N9 1.213, C11 1.359
11 C 0.746 0.870 -0.101  C1 1.619, N2 1.278, C10 1.359
12 H -0.014 2.641 -0.250  N2 1.013

The following is a quantum chemistry calculation of C6H10N2 in the gas phase at a distorted geometry, from OMol25.

Computed properties:
- Energy: -9364.1434 eV
- SMILES string: CCCc1cnc[nH]1
- Energy above the lowest of the compared OMol25 structures with the same formula, charge and spin: 6.8 kcal per mole
- Multiplicity: 1

Last columns: bonded neighbours and bond lengths (Å).
Cartesian coordinates (Å):
1 H 0.383 1.418 -2.139  C3 1.095
2 H 1.964 2.033 -1.769  C3 1.087
3 C 1.191 1.361 -1.402  H1 1.095, H2 1.087, C11 1.529, H17 1.093
4 N -2.167 -1.647 -0.450  C7 1.376, C9 1.307
5 H -2.042 -3.347 0.776  C9 1.075
6 C -0.485 -0.498 0.518  C7 1.353, N13 1.395, C18 1.476
7 C -1.430 -0.485 -0.449  N4 1.376, C6 1.353, H15 1.075
8 H 0.621 0.589 1.958  C18 1.109
9 C -1.631 -2.401 0.474  N4 1.307, H5 1.075, N13 1.363
10 H 0.112 -2.093 1.715  N13 0.999
11 C 0.708 1.632 0.023  C3 1.529, H12 1.086, H16 1.097, C18 1.511
12 H -0.254 2.134 0.078  C11 1.086
13 N -0.601 -1.762 1.098  C6 1.395, C9 1.363, H10 0.999
14 H 1.626 -0.125 0.919  C18 1.104
15 H -1.710 0.275 -1.155  C7 1.075
16 H 1.530 2.201 0.473  C11 1.097
17 H 1.541 0.333 -1.537  C3 1.093
18 C 0.646 0.382 0.869  C6 1.476, H8 1.109, C11 1.511, H14 1.104

The following is a quantum chemistry calculation of a gas-phase ion, C4H10N3 (charge +1) at a distorted geometry, from OMol25.

Computed properties:
- Energy: -8769.7897 eV
- SMILES string: [H]/N=C/C[N@+]1(C)CN1
- Energy above the lowest of the compared OMol25 structures with the same formula, charge and spin: 110.9 kcal per mole
- Net charge: +1
- Multiplicity: 1

Last columns: bonded neighbours and bond lengths (Å).
Cartesian coordinates (Å):
1 C 0.149 0.816 -1.840  N2 1.255, C4 1.523, H9 1.155
2 N -1.106 0.815 -1.878  C1 1.255, H6 0.984
3 H 0.354 1.173 1.918  C17 1.117
4 C 0.830 0.034 -0.725  C1 1.523, N12 1.431, H13 1.130, H16 1.136
5 C 0.344 -1.284 1.353  H7 1.066, N10 1.415, H11 1.203, N12 1.481
6 H -1.587 1.182 -2.654  N2 0.984
7 H 0.091 -1.307 2.388  C5 1.066
8 H -0.748 1.821 0.651  C17 1.126
9 H 0.904 1.331 -2.546  C1 1.155
10 N -0.796 -1.385 0.520  C5 1.415, N12 1.463, H15 1.010
11 H 1.388 -1.790 1.033  C5 1.203
12 N 0.015 -0.170 0.434  C4 1.431, C5 1.481, N10 1.463, C17 1.443
13 H 1.180 -0.871 -1.304  C4 1.130
14 H -1.320 0.436 1.880  C17 1.134
15 H -1.024 -2.066 -0.190  N10 1.010
16 H 1.827 0.363 -0.290  C4 1.136
17 C -0.500 0.901 1.251  H3 1.117, H8 1.126, N12 1.443, H14 1.134

- Among the records above, which one has the lowest energy?
  C10H40N20O10

- Which of these has the highest energy above the lowest of the compared OMol25 structures with the same formula, charge and spin?
  C10H40N20O10